# 1
ORCA calculation (wB97M-V/def2-TZVPD) on 7 unconnected molecules or ions with the total composition C9H24F8N6O13PS2 in a non-equilibrium geometry.

Structure (XYZ):
```
63
Properties=species:S:1:pos:R:3
C 5.63 5.87 17.85
C 4.51 5.55 16.91
O 4.60 5.57 15.74
N 3.25 5.15 17.55
H 3.21 4.12 17.43
H 3.25 5.18 18.57
C 2.04 5.91 17.02
H 5.47 6.80 18.39
H 6.56 6.02 17.31
H 5.78 5.02 18.52
H 2.14 6.89 17.48
H 1.14 5.41 17.37
H 2.18 5.90 15.95
C -2.43 8.68 13.65
C -2.18 8.60 12.19
O -3.00 8.70 11.34
N -0.75 8.32 11.77
H -0.09 8.61 12.54
H -0.70 7.28 11.78
C -0.41 9.00 10.51
H -3.47 8.93 13.82
H -1.74 9.30 14.23
H -2.32 7.66 14.05
H -0.40 10.06 10.75
H -1.10 8.79 9.71
H 0.63 8.79 10.28
C 2.85 5.96 12.07
C 3.13 4.58 11.55
O 4.20 4.18 11.25
N 1.92 3.82 11.15
H 1.09 4.39 11.42
H 1.88 3.78 10.12
C 1.78 2.45 11.75
H 2.16 5.92 12.91
H 2.40 6.55 11.26
H 3.75 6.50 12.34
H 1.79 2.61 12.82
H 2.63 1.85 11.42
H 0.87 2.00 11.36
P 2.79 1.65 17.32
F 1.44 0.82 17.15
F 3.18 0.82 18.64
F 3.67 0.65 16.43
F 4.13 2.61 17.50
F 2.37 2.55 16.03
F 2.01 2.76 18.28
N 0.84 9.66 13.61
S 1.35 11.10 14.00
O 2.72 11.30 14.31
O 0.43 11.84 14.82
F 1.11 11.79 12.57
S 1.09 8.95 15.11
O 0.25 9.30 16.19
O 2.43 8.51 15.30
F 0.39 7.58 14.65
N -1.48 2.46 9.85
O -2.05 2.26 8.76
O -0.56 3.35 9.91
O -1.77 1.81 10.87
N -0.93 4.94 13.06
O -0.26 5.49 12.12
O -0.48 3.91 13.61
O -2.00 5.47 13.43
```

**LUMO level**: 1.501 eV
**Max |F|**: 0.0920 hartree/bohr
**Total charge**: -1
**Kohn-Sham gap**: 0.2551 Ha
**E**: -3600.68676 Ha



# 2
ORCA calculation (wB97M-V/def2-TZVPD) on a molecular structure, C9H25ClI2NOP2Ti in a non-equilibrium geometry.

Structure (XYZ):
```
42
Properties=species:S:1:pos:R:3
I 0.04 -0.64 -6.59
I 0.04 2.03 -6.88
Ti 0.02 1.15 -0.33
P -2.29 1.17 -0.19
C -3.24 0.99 -1.75
C -2.98 -0.15 0.88
H -4.06 -0.05 0.98
H -4.06 2.63 0.67
H -2.50 -0.07 1.86
H -2.49 2.86 1.52
H -2.98 0.04 -2.22
H -2.74 -1.12 0.45
C -2.97 2.70 0.55
H -4.32 1.01 -1.56
H -2.73 3.55 -0.10
H -2.97 1.80 -2.43
P 2.33 1.16 -0.17
C 3.29 0.98 -1.72
C 3.02 2.69 0.57
H 2.52 -0.09 1.88
H 4.09 -0.07 1.01
H 2.76 -1.14 0.47
C 3.00 -0.16 0.90
H 2.53 2.84 1.54
H 4.10 2.61 0.71
H 4.37 1.00 -1.53
H 3.03 1.79 -2.41
H 2.79 3.54 -0.07
H 3.03 0.03 -2.20
Cl 0.01 1.43 2.04
C 0.34 -2.51 2.44
N -0.06 -2.76 1.06
C -0.36 -4.12 0.67
C -0.17 -1.75 0.14
O 0.06 -0.61 0.51
H 1.27 -3.08 2.67
H -0.46 -2.83 3.13
H 0.55 -1.44 2.65
H -1.42 -4.19 0.33
H 0.32 -4.45 -0.15
H -0.23 -4.82 1.53
H -0.48 -1.94 -0.88
```

**Expectation value of S²**: 0.75
**LUMO level (spin up / spin down)**: -8.527 / -8.134 eV
**Max |F|**: 0.1050 hartree/bohr
**Total charge**: +2
**Multiplicity**: 2
**Kohn-Sham gap (spin up / spin down)**: 0.1837 / 0.1981 Ha
**E**: -3075.13540 Ha